11
Properties=species:S:1:pos:R:3 method="wB97M-V/def2-TZVPD" charge=-1 energy_ev=-7754.381 homo_energy_ha=-0.113 homo_lumo_gap_ev=7.81
C 2.135 0.476 0.677
C 1.252 -0.499 0.524
N -1.346 0.364 -2.361
O -1.843 0.646 -1.070
O 0.002 -0.541 0.251
H -1.068 -0.596 -2.271
H 3.074 0.332 1.061
H 1.860 1.519 0.595
H 1.496 -1.510 0.688
H -0.585 1.005 -2.258
H -1.246 0.178 -0.347

***

11
Properties=species:S:1:pos:R:3 method="wB97M-V/def2-TZVPD" charge=+1 energy_ev=-7740.912 homo_energy_ha="-0.513 / -0.558" homo_lumo_gap_ev="4.43 / 7.03"
C 3.005 -0.009 0.103
C -2.291 0.452 -0.185
N -0.313 -0.662 0.398
O -0.502 -1.566 -0.344
O -0.977 0.451 0.448
H 2.270 -0.715 -0.067
H 3.249 -0.044 1.075
H 3.402 0.531 -0.621
H -2.078 0.889 -1.165
H -2.899 1.144 0.562
H -2.865 -0.471 -0.203

***

12
Properties=species:S:1:pos:R:3 method="wB97M-V/def2-TZVPD" energy_ev=-17042.239 homo_energy_ha=-0.342 homo_lumo_gap_ev=9.92
C -0.350 -0.414 -1.505
C -0.266 -0.664 -0.026
N 0.074 0.272 0.815
O 0.372 1.454 0.414
O -0.037 0.085 3.806
P 0.238 0.824 2.551
H -1.391 -0.540 -1.762
H 0.108 -1.224 -2.016
H 0.247 0.574 -1.623
H -0.739 -1.451 0.398
H 1.535 1.207 2.333
H -0.698 1.775 2.260